Record 1
57
Properties=species:S:1:pos:R:3:mulliken_spin:R:1 method="wB97M-V/def2-TZVPD" gap_ha="0.1753 / 0.2808" multiplicity=3 charge=-1 s_squared=2.046 e_lumo_ev="2.58 / 2.58"
Ti -0.147 -1.048 -0.051 0.88
I 3.123 -0.677 -0.070 0.00
C 2.487 0.924 -1.320 -0.01
C 3.507 1.819 -1.631 0.04
C 3.362 2.740 -2.711 -0.03
C 2.218 2.708 -3.452 0.03
C 1.117 1.861 -3.116 -0.06
C -0.115 1.957 -3.798 0.14
C -1.143 1.053 -3.489 -0.07
C -0.974 0.185 -2.408 0.12
C 0.153 0.144 -1.609 -0.10
C 1.233 0.946 -1.966 0.03
H 4.334 1.922 -0.898 0.00
H 4.215 3.326 -3.016 0.00
H 2.086 3.326 -4.322 0.00
H -0.158 2.666 -4.627 0.01
H -2.062 1.122 -4.011 -0.01
H -1.802 -0.494 -2.220 0.04
C -3.964 -2.479 0.108 -0.01
C -2.509 -2.547 -0.123 0.48
O -1.908 -1.425 -0.049 0.10
C -1.853 -3.745 -0.625 -0.08
C -2.574 -4.915 -1.045 0.21
C -1.817 -6.029 -1.338 -0.11
C -0.430 -6.012 -1.509 0.18
C 0.238 -4.852 -1.314 -0.08
C -0.435 -3.811 -0.763 0.17
O 0.361 -2.787 -0.356 0.05
H -4.327 -3.359 0.639 0.01
H -4.472 -2.532 -0.839 0.02
H -4.231 -1.600 0.747 0.01
H -3.667 -4.892 -1.098 0.03
H -2.403 -6.958 -1.377 -0.01
H 0.130 -6.952 -1.801 0.02
H 1.315 -4.756 -1.467 -0.01
C -0.210 4.112 3.086 0.00
N 0.694 3.593 2.024 0.00
C 0.892 4.612 0.999 0.00
C 0.286 2.287 1.431 0.00
C 0.550 1.127 2.302 0.00
C 1.058 1.279 3.609 -0.01
C 1.188 0.155 4.446 0.02
C 0.832 -1.087 3.973 -0.01
C 0.284 -1.172 2.689 0.03
C 0.267 -0.154 1.767 -0.08
H 0.206 5.066 3.553 0.00
H -0.252 3.377 3.953 0.00
H -1.200 4.324 2.669 0.00
H 1.502 5.452 1.410 0.00
H -0.026 5.144 0.700 0.00
H 1.449 4.191 0.063 0.00
H 0.808 2.081 0.488 0.03
H -0.807 2.450 1.237 0.00
H 1.365 2.223 4.035 0.00
H 1.522 0.279 5.478 0.00
H 0.851 -1.984 4.530 0.00
H -0.148 -2.185 2.480 0.01

Record 2
12
Properties=species:S:1:pos:R:3:lowdin_charge:R:1 method="wB97M-V/def2-TZVPD" gap_ha=0.4152 multiplicity=1 charge=0 smiles="C=C.C=C" e_lumo_ev=1.19
C -2.864 1.853 -1.254 -0.09
C -3.292 1.723 0.003 -0.09
H -2.721 2.858 -1.667 0.05
H -2.663 0.999 -1.910 0.05
H -3.575 2.616 0.573 0.05
H -3.474 0.746 0.465 0.05
C 3.225 -1.919 1.281 -0.09
C 2.965 -1.729 -0.025 -0.09
H 2.500 -2.331 1.993 0.05
H 4.203 -1.614 1.669 0.04
H 1.995 -1.978 -0.470 0.04
H 3.702 -1.224 -0.659 0.04

Record 3
65
Properties=species:S:1:pos:R:3:lowdin_charge:R:1 method="wB97M-V/def2-TZVPD" gap_ha=0.3087 multiplicity=1 charge=+1 e_lumo_ev=-3.35
Zn -0.803 0.185 -1.150 0.73
O -4.158 -4.135 1.518 0.14
C -4.037 -3.295 2.518 -0.51
O -4.650 -3.411 3.547 0.08
C -3.085 -2.132 2.356 -0.03
C -2.840 -1.232 3.375 -0.58
Cl -3.518 -1.080 4.917 0.86
N -1.954 -0.314 2.923 -0.08
N -1.602 -0.552 1.641 0.14
C -2.260 -1.656 1.296 -0.13
C -2.059 -2.267 -0.069 -0.53
O -2.547 -3.370 -0.300 0.08
O -1.385 -1.622 -0.944 -0.09
C -1.216 0.613 3.727 -0.23
C -0.562 0.137 4.855 -0.03
C 0.175 1.010 5.639 -0.05
C 0.270 2.351 5.291 -0.07
C -0.371 2.817 4.152 -0.07
C -1.120 1.947 3.372 -0.04
H -3.533 -3.910 0.772 0.05
H -0.624 -0.914 5.106 0.12
H 0.679 0.639 6.521 0.11
H 0.837 3.033 5.910 0.11
H -0.307 3.861 3.878 0.11
H -1.623 2.328 2.494 0.10
N -2.147 1.597 -0.545 -0.01
C -3.531 1.090 -0.724 -0.21
C -3.813 0.858 -2.195 -0.23
N -2.742 0.063 -2.808 0.00
H -1.978 1.756 0.441 0.06
H -2.042 2.490 -1.020 0.11
H -4.259 1.786 -0.306 0.13
H -3.601 0.154 -0.169 0.11
H -3.867 1.817 -2.715 0.12
H -4.797 0.392 -2.282 0.13
H -2.700 0.266 -3.798 0.08
H -2.906 -0.933 -2.704 0.09
O 4.719 -1.150 -5.193 -0.04
C 3.453 -1.662 -5.549 -0.20
C 2.423 -1.081 -4.623 -0.15
C 1.076 -1.087 -4.954 0.02
C 0.161 -0.586 -4.051 -0.08
N 0.506 -0.070 -2.872 0.07
C 1.807 -0.063 -2.549 -0.18
C 2.787 -0.558 -3.390 0.07
C 2.127 0.440 -1.191 -0.18
C 3.400 0.813 -0.795 0.07
C 3.627 1.192 0.521 -0.15
C 5.021 1.539 0.991 -0.20
O 5.694 0.387 1.461 -0.03
C 2.552 1.178 1.399 0.02
C 1.303 0.822 0.928 -0.07
N 1.092 0.476 -0.344 0.06
H 5.396 -1.569 -5.733 0.10
H 3.423 -2.753 -5.448 0.14
H 3.188 -1.415 -6.582 0.13
H 0.733 -1.485 -5.900 0.13
H -0.893 -0.600 -4.278 0.10
H 3.826 -0.562 -3.099 0.12
H 4.216 0.810 -1.504 0.13
H 4.978 2.327 1.748 0.13
H 5.611 1.909 0.153 0.13
H 5.347 0.134 2.323 0.10
H 2.668 1.454 2.440 0.13
H 0.438 0.795 1.572 0.07

Record 4
106
Properties=species:S:1:pos:R:3:mulliken_spin:R:1 method="wB97M-V/def2-TZVPD" gap_ha="0.2231 / 0.2832" multiplicity=2 charge=0 s_squared=0.753 e_lumo_ev="0.23 / 0.19"
Hf -0.279 0.241 -0.586 0.52
N 1.075 -2.294 1.309 0.05
P -0.432 -1.599 1.708 0.27
C -1.244 -2.890 2.716 0.02
C -0.579 -3.450 3.807 0.00
C -1.190 -4.439 4.562 0.00
C -2.472 -4.873 4.238 0.00
C -3.135 -4.326 3.151 0.00
C -2.520 -3.339 2.388 -0.01
C 0.066 -0.371 3.003 -0.16
C 1.152 0.466 2.739 0.05
C 1.560 1.421 3.660 0.01
C 0.884 1.553 4.864 0.00
C -0.191 0.720 5.144 0.00
C -0.599 -0.233 4.220 -0.02
P 1.225 -2.456 -0.391 0.12
C 1.483 -4.281 -0.503 0.02
C 0.552 -5.058 -1.188 0.00
C 0.718 -6.437 -1.290 0.00
C 1.812 -7.047 -0.698 0.00
C 2.743 -6.280 -0.005 0.00
C 2.584 -4.905 0.085 0.00
C 2.956 -1.920 -0.681 -0.06
C 3.486 -2.094 -1.962 0.00
C 4.780 -1.688 -2.248 0.00
C 5.562 -1.105 -1.255 0.00
C 5.043 -0.934 0.019 0.01
C 3.741 -1.339 0.304 0.06
H 1.452 -3.031 1.894 -0.01
H 0.410 -3.100 4.083 0.00
H -0.669 -4.867 5.410 0.00
H -2.947 -5.642 4.834 0.00
H -4.133 -4.661 2.898 0.00
H -3.031 -2.920 1.531 0.01
H 1.705 0.348 1.815 0.05
H 2.417 2.048 3.438 0.00
H 1.192 2.302 5.582 0.00
H -0.716 0.810 6.087 0.00
H -1.444 -0.872 4.452 0.00
H -0.311 -4.582 -1.640 0.01
H -0.008 -7.029 -1.834 0.00
H 1.940 -8.120 -0.767 0.00
H 3.600 -6.754 0.458 0.00
H 3.333 -4.314 0.603 0.00
H 2.879 -2.553 -2.736 0.00
H 5.179 -1.823 -3.247 0.00
H 6.574 -0.786 -1.478 0.00
H 5.649 -0.479 0.794 0.00
H 3.338 -1.200 1.301 0.00
C 1.802 5.133 -4.678 0.00
C 0.879 4.884 -3.505 0.00
O 1.475 3.949 -2.579 0.00
P 1.210 2.371 -2.613 -0.01
S 1.757 1.880 -0.714 -0.01
S -0.580 1.949 -3.299 0.01
O 2.274 1.800 -3.644 0.00
C 3.690 1.960 -3.396 0.00
C 4.399 1.960 -4.729 0.00
H 1.368 5.898 -5.326 0.00
H 1.935 4.220 -5.262 0.00
H 2.779 5.481 -4.335 0.00
H -0.083 4.500 -3.839 0.00
H 0.709 5.791 -2.930 0.00
H 4.017 1.127 -2.773 0.00
H 3.867 2.889 -2.854 0.00
H 4.125 1.069 -5.297 0.00
H 5.480 1.961 -4.572 0.00
H 4.129 2.841 -5.313 0.00
C -3.613 1.259 -1.247 0.01
Si -2.491 1.644 0.247 0.02
C -2.249 3.584 0.324 0.00
C -3.546 4.356 0.612 0.00
C -1.734 4.109 -1.019 0.01
C -1.193 3.944 1.381 -0.01
C -3.661 1.149 1.749 -0.01
C -5.132 1.489 1.457 0.00
C -3.247 1.784 3.085 0.00
C -3.626 -0.367 1.956 0.08
H -4.494 1.911 -1.287 0.00
H -3.960 0.220 -1.207 0.00
H -3.070 1.376 -2.186 0.00
H -4.340 4.093 -0.095 0.00
H -3.357 5.433 0.506 0.00
H -3.920 4.192 1.621 0.00
H -2.366 3.813 -1.860 0.00
H -0.724 3.753 -1.214 0.00
H -1.692 5.209 -0.991 0.00
H -1.509 3.683 2.393 0.00
H -1.001 5.027 1.360 0.00
H -0.243 3.438 1.184 0.00
H -5.296 2.548 1.273 0.00
H -5.749 1.204 2.322 0.00
H -5.506 0.936 0.590 0.00
H -3.478 2.848 3.128 0.00
H -2.179 1.662 3.283 0.00
H -3.793 1.300 3.911 0.00
H -3.798 -0.922 1.025 0.00
H -4.399 -0.667 2.680 0.00
H -2.671 -0.672 2.373 -0.04
Cl 0.759 -0.748 -5.442 0.00
C -0.416 -1.414 -4.328 0.00
Cl -0.118 -3.177 -4.156 0.00
Cl -2.054 -1.134 -4.902 0.00
C -0.229 -0.868 -2.885 0.02
O -1.219 -0.954 -2.085 0.00
O 0.893 -0.520 -2.482 -0.02

Computed calculated total energy (eV) in order:
-65204.944 -4275.729 -108510.918 -147260.573